{
  "formula": "C5H8N2O",
  "method": "ωB97M-V/def2-TZVPD",
  "elements": ["O", "N", "N", "C", "C", "C", "C", "C", "H", "H", "H", "H", "H", "H", "H", "H"],
  "coordinates": [[0.209, 1.356, -0.784], [1.519, -0.765, -0.225], [0.756, -1.199, -1.373], [-0.104, 0.465, 1.927], [-0.714, 0.213, -0.173], [0.429, -0.521, 0.720], [-0.428, -0.597, -1.448], [-1.486, 0.512, 1.119], [2.019, 0.018, -0.474], [-2.284, 1.288, 1.020], [-1.375, -0.900, -2.187], [0.260, -1.542, 1.104], [0.250, 1.565, 1.381], [-0.321, 0.383, 3.014], [-1.788, -0.489, 1.311], [-0.537, 2.139, -0.580]],
  "atomic_forces_ev_per_a": [[-5.5, 3.5, 2.7], [-1.7, -2.1, 1.4], [-2.2, 1.7, -1.7], [-0.1, 5.0, -4.1], [5.6, -1.2, -1.0], [-2.1, 0.4, 1.3], [-2.1, -3.4, 0.5], [0.8, -0.7, -1.5], [1.2, 2.2, -0.8], [0.8, -0.6, 0.9], [3.3, 0.8, 1.5], [-1.0, 0.3, -0.5], [0.0, -2.6, 3.1], [1.3, -0.2, -0.8], [-1.8, -0.7, 0.3], [3.4, -2.4, -1.3]],
  "homo_energy_ev": -8.837,
  "smiles": "O[C@@]12C=NN[C@H]1CC2",
  "e_above_lowest_kcal_mol": 180.9,
  "lumo_ev": 0.5
}

{
  "formula": "C5H8N2O",
  "method": "ωB97M-V/def2-TZVPD",
  "elements": ["O", "N", "N", "C", "C", "C", "C", "C", "H", "H", "H", "H", "H", "H", "H", "H"],
  "coordinates": [[0.254, 1.761, 1.309], [-0.157, 2.672, 0.324], [0.936, -0.339, 1.483], [-0.412, 0.523, -0.562], [-0.647, 1.830, -0.706], [0.275, 0.451, 0.779], [-0.591, -0.759, -1.392], [1.057, -1.770, 1.183], [1.642, -2.221, 1.903], [0.043, -2.207, 1.256], [-1.199, -1.581, -0.843], [1.493, -2.117, 0.219], [-0.984, 3.119, 0.663], [-1.189, -0.573, -2.315], [-0.925, 2.356, -1.667], [0.403, -1.146, -1.634]],
  "atomic_forces_ev_per_a": [[0.0, -0.4, 0.4], [-0.3, -1.5, -1.2], [0.4, -1.2, -0.4], [0.4, -1.0, 1.5], [0.3, 0.6, -2.8], [0.1, 1.3, -0.3], [-1.4, 0.1, 0.3], [-1.9, 0.6, -1.5], [1.2, -0.8, 1.7], [0.5, -0.1, -0.1], [1.2, 1.5, -0.6], [-0.3, 0.8, 0.2], [-0.5, 0.8, 0.8], [0.7, 0.0, 0.5], [-0.1, -0.7, 1.4], [-0.3, -0.1, -0.1]],
  "homo_energy_ev": -8.460,
  "smiles": "C/N=c1/o[nH]cc1C",
  "e_above_lowest_kcal_mol": 76.0,
  "lumo_ev": 0.8
}

{
  "formula": "C5H8N2O",
  "method": "ωB97M-V/def2-TZVPD",
  "elements": ["O", "N", "N", "C", "C", "C", "C", "C", "H", "H", "H", "H", "H", "H", "H", "H"],
  "coordinates": [[2.426, 0.950, -0.030], [-1.379, -1.065, 0.027], [-2.353, -0.239, 0.148], [1.070, -1.006, -0.337], [-1.907, 1.048, 0.050], [-0.559, 1.018, -0.110], [2.214, -0.328, 0.443], [-0.261, -0.358, -0.090], [0.686, -2.293, -0.048], [-2.710, 1.741, 0.087], [3.046, -0.943, 0.214], [1.912, -0.257, 1.754], [2.578, 0.871, -0.839], [0.109, 1.875, -0.531], [1.061, -1.251, -1.471], [-3.299, -0.468, 0.104]],
  "atomic_forces_ev_per_a": [[-1.9, 2.0, 10.7], [2.0, -2.8, 0.2], [0.9, 3.2, 0.0], [-3.5, -4.4, 0.0], [-1.6, -0.5, 0.1], [1.3, 2.0, -1.4], [-2.3, -1.3, 2.7], [0.0, 0.0, -0.6], [1.9, 3.8, -0.2], [0.1, 1.2, -0.1], [1.4, -0.6, 0.7], [1.1, -0.4, -4.4], [2.2, -0.7, -11.1], [-1.4, -1.8, 1.5], [1.2, 1.1, 1.6], [-1.3, -0.9, 0.2]],
  "homo_energy_ev": -9.010,
  "e_above_lowest_kcal_mol": 96.8,
  "lumo_ev": 1.0
}

{
  "formula": "C5H8N2O",
  "method": "ωB97M-V/def2-TZVPD",
  "elements": ["O", "N", "N", "C", "C", "C", "C", "C", "H", "H", "H", "H", "H", "H", "H", "H"],
  "coordinates": [[1.942, 0.404, -0.636], [-2.044, -0.212, -0.185], [-1.305, -1.363, 0.001], [-1.584, 1.029, -0.082], [0.828, 0.178, 0.089], [-0.105, 1.337, 0.385], [1.213, -1.029, 0.748], [0.188, -1.293, -0.429], [0.174, 2.272, -0.042], [1.498, 1.566, -1.260], [2.113, -1.618, 0.713], [0.112, 1.623, 1.443], [-2.239, 1.929, -0.051], [0.310, -1.464, -1.459], [0.529, -1.360, 1.506], [-1.630, -2.000, -0.743]],
  "atomic_forces_ev_per_a": [[-0.5, 7.4, -4.5], [-0.2, 3.7, -0.3], [2.6, -0.2, -1.9], [1.1, -2.8, 2.0], [-0.7, -1.8, -1.8], [-0.7, -1.5, 1.2], [-3.5, -3.5, 0.6], [-1.2, 3.9, 3.1], [0.7, 0.6, -1.2], [2.4, -4.9, 2.0], [0.6, 0.8, 0.0], [-1.2, -0.4, -0.2], [0.1, -1.3, -0.4], [0.8, -0.3, -0.9], [0.4, 0.1, 1.2], [-0.6, 0.2, 1.1]],
  "homo_energy_ev": -8.352,
  "e_above_lowest_kcal_mol": 159.7,
  "lumo_ev": 0.0
}

{
  "formula": "C5H8N2O",
  "method": "ωB97M-V/def2-TZVPD",
  "elements": ["O", "N", "N", "C", "C", "C", "C", "C", "H", "H", "H", "H", "H", "H", "H", "H"],
  "coordinates": [[-0.741, 0.023, -1.381], [1.818, -1.075, 0.879], [0.651, 1.683, 0.694], [0.733, -0.730, 0.299], [0.259, -1.216, -0.984], [0.432, -0.285, -2.139], [-0.060, 0.592, 0.579], [-1.407, 0.406, 1.225], [1.219, 0.463, -2.094], [0.252, -0.702, -3.124], [-2.142, 1.002, 0.680], [2.010, -0.388, 1.623], [-1.372, 0.750, 2.262], [0.229, 2.325, 1.369], [-0.143, -2.214, -1.093], [-1.740, -0.633, 1.205]],
  "atomic_forces_ev_per_a": [[1.1, -2.9, -0.9], [-1.4, 0.2, -0.2], [-0.5, -2.2, 0.2], [1.5, 2.3, 0.1], [-2.0, 1.7, -1.4], [-0.2, -0.3, 0.9], [2.5, 1.0, 2.8], [-0.3, 0.0, -0.3], [0.0, 0.0, 0.1], [-0.1, 0.1, -0.1], [0.0, 0.0, 0.1], [-0.1, -0.3, -0.2], [0.0, 0.0, -0.1], [-0.5, 0.3, -0.8], [-0.2, 0.1, -0.3], [0.0, 0.1, 0.0]],
  "homo_energy_ev": -9.412,
  "smiles": "[H]/N=C(C)/C(=N\\[H])[C@@H]1CO1",
  "e_above_lowest_kcal_mol": 87.6,
  "lumo_ev": 0.8
}

{
  "formula": "C5H8N2O",
  "method": "ωB97M-V/def2-TZVPD",
  "elements": ["O", "N", "N", "C", "C", "C", "C", "C", "H", "H", "H", "H", "H", "H", "H", "H"],
  "coordinates": [[0.000, 2.407, -0.101], [1.092, -1.646, -1.261], [1.383, -0.318, 1.227], [0.020, 1.413, 0.542], [-0.814, -0.254, -1.731], [-0.991, 1.011, 1.783], [0.192, -0.640, -0.937], [0.510, 0.044, 0.347], [-1.503, 0.518, -1.439], [-1.582, 0.100, 1.735], [1.587, -1.316, 1.229], [1.030, -1.985, -2.209], [-0.327, 0.968, 2.643], [-0.951, -0.679, -2.713], [2.046, -1.462, -0.979], [-1.692, 1.838, 1.864]],
  "atomic_forces_ev_per_a": [[0.7, 0.6, -0.1], [0.2, -0.4, 0.1], [-1.4, -0.1, -0.2], [-3.9, -2.5, 1.9], [0.2, 0.0, 0.3], [0.5, 2.8, -0.4], [-0.3, 0.1, -0.2], [3.9, -0.4, -0.8], [-0.1, 0.1, 0.1], [0.5, -0.3, -0.6], [0.2, 0.0, -0.6], [0.0, 0.0, 0.1], [-0.1, -0.1, 0.2], [0.0, -0.1, -0.1], [-0.1, 0.0, -0.1], [-0.1, 0.2, 0.3]],
  "homo_energy_ev": -8.946,
  "smiles": "[H]/N=C(\\C(=C)N)C(C)=O",
  "e_above_lowest_kcal_mol": 56.6,
  "lumo_ev": 0.2
}

{
  "formula": "C5H8N2O",
  "method": "ωB97M-V/def2-TZVPD",
  "elements": ["O", "N", "N", "C", "C", "C", "C", "C", "H", "H", "H", "H", "H", "H", "H", "H"],
  "coordinates": [[0.431, 0.096, 2.470], [-1.407, -1.156, 1.752], [-0.269, 0.366, 0.246], [1.140, 0.923, 0.417], [0.615, -0.250, -1.914], [-0.444, 0.390, -2.304], [-0.382, -0.265, 1.629], [0.805, -0.343, -0.419], [1.104, -1.198, 0.076], [-1.827, -1.127, 2.715], [1.389, -0.602, -2.547], [-1.025, 0.583, -1.350], [1.157, 2.060, 0.094], [-0.746, 0.749, -3.279], [1.655, 0.615, 1.412], [-2.195, -0.842, 1.002]],
  "atomic_forces_ev_per_a": [[-2.6, -2.1, 1.2], [-3.5, 1.7, -1.0], [1.7, -0.9, 5.4], [0.2, 1.0, -1.5], [1.3, -0.6, 0.8], [-2.1, 0.8, 1.0], [0.8, 1.8, -0.6], [-0.1, 3.4, -1.6], [0.9, -1.9, 0.5], [0.8, -0.3, -1.3], [0.7, -0.3, -0.5], [-0.3, 0.5, -2.2], [0.5, -2.8, 0.0], [0.2, -0.4, 0.0], [-0.9, 1.4, -2.5], [2.4, -1.3, 2.3]],
  "homo_energy_ev": -9.158,
  "smiles": "C=C[C@H]1CN1C(N)=O",
  "e_above_lowest_kcal_mol": 88.9,
  "lumo_ev": 0.8
}

{
  "formula": "C5H8N2O",
  "method": "ωB97M-V/def2-TZVPD",
  "elements": ["O", "N", "N", "C", "C", "C", "C", "C", "H", "H", "H", "H", "H", "H", "H", "H"],
  "coordinates": [[-2.614, -0.460, 0.269], [-1.602, -1.335, 0.291], [-0.252, 0.211, -0.571], [1.075, 0.518, -0.243], [-1.189, 1.104, -0.630], [2.083, -0.542, -0.690], [-2.515, 0.775, -0.316], [1.636, -0.528, 0.731], [3.111, -0.341, -0.939], [-1.050, 2.120, -0.714], [2.230, -0.200, 1.628], [1.438, 1.543, -0.058], [1.565, -1.415, -1.214], [-1.469, -1.705, 1.309], [0.844, -1.200, 1.223], [-3.290, 1.452, -0.074]],
  "atomic_forces_ev_per_a": [[-1.7, 1.3, 1.6], [1.1, -1.1, 0.1], [0.2, 0.2, -0.5], [1.0, -0.3, 0.5], [-1.3, -1.3, 0.3], [-1.6, -2.0, 0.0], [2.6, -2.8, 0.0], [-0.9, 0.0, 2.9], [0.0, 0.2, -0.1], [0.8, 2.5, -0.2], [0.0, 0.1, -1.5], [-0.4, -0.3, -0.3], [1.0, 1.5, 0.3], [-1.2, 1.0, -1.4], [1.2, 0.6, -1.7], [-0.8, 0.2, -0.1]],
  "homo_energy_ev": [-7.640, -8.006],
  "e_above_lowest_kcal_mol": 171.5,
  "lumo_ev": [0.4, -0.3]
}

Copy entry 3 word for word.
{
  "formula": "C5H8N2O",
  "method": "ωB97M-V/def2-TZVPD",
  "elements": ["O", "N", "N", "C", "C", "C", "C", "C", "H", "H", "H", "H", "H", "H", "H", "H"],
  "coordinates": [[2.426, 0.950, -0.030], [-1.379, -1.065, 0.027], [-2.353, -0.239, 0.148], [1.070, -1.006, -0.337], [-1.907, 1.048, 0.050], [-0.559, 1.018, -0.110], [2.214, -0.328, 0.443], [-0.261, -0.358, -0.090], [0.686, -2.293, -0.048], [-2.710, 1.741, 0.087], [3.046, -0.943, 0.214], [1.912, -0.257, 1.754], [2.578, 0.871, -0.839], [0.109, 1.875, -0.531], [1.061, -1.251, -1.471], [-3.299, -0.468, 0.104]],
  "atomic_forces_ev_per_a": [[-1.9, 2.0, 10.7], [2.0, -2.8, 0.2], [0.9, 3.2, 0.0], [-3.5, -4.4, 0.0], [-1.6, -0.5, 0.1], [1.3, 2.0, -1.4], [-2.3, -1.3, 2.7], [0.0, 0.0, -0.6], [1.9, 3.8, -0.2], [0.1, 1.2, -0.1], [1.4, -0.6, 0.7], [1.1, -0.4, -4.4], [2.2, -0.7, -11.1], [-1.4, -1.8, 1.5], [1.2, 1.1, 1.6], [-1.3, -0.9, 0.2]],
  "homo_energy_ev": -9.010,
  "e_above_lowest_kcal_mol": 96.8,
  "lumo_ev": 1.0
}